Entry from the Open Molecules 2025 dataset: a cluster of 8 separate species, C56H125BF4N6O in total in a non-equilibrium geometry (ωB97M-V/def2-TZVPD).

Computed properties:
- Charge: +4
- DFT total energy: -3035.5566 hartree
- LUMO: -7.5 eV
- Kohn-Sham gap: 7.21 eV
- HOMO energy: -14.69 eV

Structure (XYZ):
```
193
Properties=species:S:1:pos:R:3:forces:R:3:lowdin_charge:R:1
C 0.640 0.882 -0.803 -0.2 -0.9 -1.6 -0.10
C -0.588 1.189 -0.023 -1.6 0.7 2.3 -0.53
O -1.516 0.234 0.403 0.5 -0.8 -0.7 -0.36
H 1.251 0.120 -0.318 0.0 -0.1 -0.1 0.04
H 1.259 1.721 -1.121 -0.1 0.5 0.7 0.06
H 0.301 0.539 -1.780 0.2 -0.8 -0.2 0.07
H -1.156 1.997 -0.485 0.1 0.5 -0.7 0.06
H -0.231 1.664 0.891 0.5 0.7 0.7 0.06
C -1.898 3.308 -7.462 1.6 -1.2 -0.2 -0.07
C -2.180 3.744 -6.022 -0.9 0.6 -1.4 -0.23
C -0.983 4.043 -5.179 1.0 -0.2 1.6 -0.10
N -1.322 4.379 -3.705 -1.2 1.4 2.0 -0.22
C -2.248 5.667 -3.738 0.4 -1.1 2.0 -0.05
C -2.527 6.307 -2.293 0.2 -1.4 -1.2 -0.14
C -1.324 6.474 -1.359 0.3 0.5 -1.5 -0.19
C -0.269 5.372 -1.460 -0.8 -1.0 -0.5 -0.15
C -0.046 4.812 -2.921 -0.2 0.3 0.1 -0.07
C -2.004 3.198 -2.940 0.7 0.7 -1.6 0.03
H -1.490 2.311 -7.294 0.4 -0.1 -0.9 0.07
H -1.192 3.913 -8.031 0.5 0.1 0.5 0.09
H -2.690 3.221 -8.205 -0.8 0.1 0.9 0.09
H -2.712 2.892 -5.599 -0.5 0.5 0.2 0.11
H -2.758 4.648 -6.217 -0.5 0.0 1.0 0.11
H -0.420 4.929 -5.471 0.0 -0.2 -0.4 0.14
H -0.305 3.207 -5.007 0.1 -0.2 -0.8 0.12
H -1.722 6.351 -4.404 -0.2 0.0 0.1 0.13
H -3.183 5.307 -4.167 0.1 0.4 -0.1 0.12
H -2.985 7.265 -2.537 -0.1 0.0 0.3 0.12
H -3.245 5.687 -1.757 -0.4 0.0 -0.3 0.09
H -0.854 7.388 -1.723 0.2 0.3 0.5 0.12
H -1.688 6.599 -0.339 0.2 0.2 -0.1 0.12
H 0.653 5.745 -1.014 0.3 0.0 -0.6 0.12
H -0.527 4.551 -0.790 -0.2 -0.3 -0.1 0.09
H 0.411 5.591 -3.531 -0.1 0.0 -0.1 0.13
H 0.636 3.962 -2.944 -0.1 -0.1 0.1 0.12
H -2.221 3.441 -1.899 0.1 0.2 -0.3 0.07
H -1.336 2.339 -3.010 0.3 0.1 0.1 0.10
H -2.893 2.922 -3.508 -0.1 0.3 0.2 0.08
C 6.675 4.859 -2.197 -0.7 0.4 0.7 -0.08
C 6.622 3.322 -2.422 0.9 1.2 -1.2 -0.23
C 5.315 2.720 -1.969 1.0 -0.9 0.2 -0.12
N 5.248 1.155 -2.248 -1.5 0.9 -0.9 -0.17
C 6.560 0.417 -1.751 -1.5 0.0 0.6 -0.07
C 6.377 -1.103 -1.556 0.5 0.5 -1.5 -0.17
C 5.127 -1.470 -0.790 -0.1 0.6 -0.3 -0.19
C 3.870 -0.833 -1.456 0.8 0.0 1.1 -0.14
C 3.936 0.719 -1.490 1.9 -1.2 -0.7 -0.08
C 4.979 0.897 -3.800 0.4 0.2 1.2 0.08
H 7.609 5.419 -2.157 0.6 -1.0 0.2 0.09
H 6.163 5.092 -1.264 0.0 0.2 0.1 0.07
H 6.185 5.444 -2.976 -0.6 -0.5 -0.2 0.08
H 7.460 2.796 -1.966 0.0 0.3 0.2 0.10
H 6.783 3.267 -3.499 -0.2 -0.7 -0.1 0.11
H 4.435 3.251 -2.333 -0.1 -0.6 -0.6 0.14
H 5.271 2.845 -0.887 0.0 -0.4 0.2 0.12
H 6.778 0.819 -0.762 -0.1 0.5 -0.1 0.13
H 7.395 0.633 -2.418 -0.4 0.1 -0.1 0.13
H 7.304 -1.462 -1.109 0.0 0.1 0.4 0.13
H 6.445 -1.528 -2.558 -0.5 -0.4 -0.1 0.12
H 5.313 -1.133 0.230 -0.5 0.2 0.3 0.08
H 4.957 -2.545 -0.734 0.2 -0.1 -0.1 0.11
H 3.016 -1.155 -0.861 -0.3 0.2 -0.2 0.08
H 3.828 -1.342 -2.419 -0.5 0.5 -0.2 0.12
H 4.065 1.134 -0.490 -0.2 -0.2 0.1 0.12
H 3.093 1.204 -1.983 0.2 -0.2 -0.2 0.10
H 4.647 -0.131 -3.939 0.8 -0.1 0.1 0.10
H 5.890 1.211 -4.310 -0.1 -0.5 -0.1 0.11
H 4.126 1.430 -4.220 0.0 0.7 0.7 0.09
C 2.483 1.977 3.872 0.2 0.2 0.7 -0.07
C 1.124 1.743 4.582 0.3 0.2 0.1 -0.21
C 0.429 0.481 4.024 -0.2 1.9 1.3 -0.13
N -1.011 0.330 4.567 0.4 -0.6 0.5 -0.20
C -1.840 1.558 4.149 -1.3 -0.9 0.4 -0.08
C -3.344 1.297 4.381 0.1 -2.3 0.7 -0.12
C -3.870 0.025 3.647 0.8 0.1 -0.3 -0.18
C -3.068 -1.246 4.045 0.8 1.1 -0.1 -0.13
C -1.540 -0.933 3.874 -1.3 -0.1 -0.8 -0.11
C -1.049 0.120 6.163 -0.5 -0.3 -2.3 0.09
H 3.150 2.535 4.529 0.0 0.0 0.2 0.08
H 2.467 2.591 2.972 -0.5 -0.3 -0.2 0.08
H 3.005 1.044 3.658 -0.1 -0.1 -0.1 0.04
H 0.521 2.648 4.510 -0.2 -0.1 -0.7 0.10
H 1.240 1.720 5.666 0.4 -0.6 0.1 0.11
H 0.980 -0.409 4.328 -0.1 0.0 -0.2 0.11
H 0.427 0.656 2.948 -0.6 -0.7 -0.1 0.11
H -1.689 1.717 3.081 0.6 0.2 0.0 0.13
H -1.562 2.369 4.822 0.3 0.1 -0.5 0.13
H -3.967 2.188 4.303 0.2 -0.1 -0.1 0.12
H -3.398 0.884 5.388 -0.3 1.0 0.6 0.10
H -3.693 0.129 2.576 0.0 0.1 -0.1 0.06
H -4.930 -0.195 3.774 -0.1 0.5 0.3 0.12
H -3.400 -1.982 3.312 0.6 -0.3 0.0 0.11
H -3.250 -1.711 5.014 -0.4 0.4 0.2 0.11
H -1.413 -0.734 2.810 0.2 0.2 -0.3 0.10
H -0.934 -1.810 4.103 0.2 0.3 0.5 0.12
H -2.012 -0.373 6.291 0.2 0.2 0.4 0.08
H -1.004 1.071 6.695 0.2 -0.1 -0.2 0.11
H -0.274 -0.597 6.432 0.1 0.3 -0.1 0.11
C 1.866 -1.853 1.971 -0.6 -0.3 0.4 -0.09
C 3.219 -1.668 2.689 -0.8 -0.5 -0.7 -0.22
C 4.025 -2.984 2.745 1.2 0.3 1.0 -0.05
N 5.286 -2.935 3.757 -0.9 0.9 -1.1 -0.21
C 6.313 -4.075 3.503 -0.8 -0.4 2.1 -0.09
C 5.758 -5.427 3.933 -2.3 -0.2 -1.1 -0.16
C 5.092 -5.382 5.319 1.5 0.1 0.1 -0.17
C 4.111 -4.245 5.594 0.4 0.6 -0.3 -0.15
C 4.770 -2.886 5.238 0.2 -0.8 -0.4 -0.07
C 6.025 -1.651 3.429 0.1 -0.7 0.0 0.01
H 1.874 -2.456 1.063 0.4 0.0 -0.1 0.07
H 1.489 -0.872 1.680 -0.1 -0.1 0.0 0.06
H 1.113 -2.303 2.617 -0.1 -0.1 0.1 0.07
H 3.008 -1.255 3.676 0.2 -0.1 0.0 0.08
H 3.593 -0.868 2.050 1.3 -0.2 0.4 0.10
H 4.451 -3.216 1.769 0.1 0.0 0.0 0.12
H 3.444 -3.852 3.058 -0.1 0.3 0.0 0.12
H 6.762 -4.012 2.512 -0.3 0.2 0.0 0.14
H 7.045 -3.901 4.292 0.5 0.5 -0.4 0.13
H 4.935 -5.736 3.289 -0.1 0.1 -0.7 0.11
H 6.467 -6.239 3.766 0.4 0.3 0.5 0.14
H 4.642 -6.338 5.588 0.1 0.0 -0.2 0.13
H 5.936 -5.212 5.988 -0.1 -0.2 0.6 0.12
H 3.147 -4.358 5.098 0.0 -0.1 -0.1 0.10
H 3.927 -4.326 6.666 -0.2 0.5 0.0 0.13
H 4.203 -1.963 5.362 -0.6 -0.3 -0.5 0.11
H 5.572 -2.688 5.949 0.7 -0.3 -0.5 0.14
H 5.486 -0.793 3.830 0.4 -0.1 0.2 0.10
H 6.113 -1.524 2.350 -0.2 -0.2 0.0 0.09
H 7.042 -1.819 3.782 -0.2 0.7 0.4 0.11
C -3.905 -7.736 -0.085 0.3 -0.9 1.7 -0.11
C -3.709 -6.387 -0.694 1.3 0.0 0.0 -0.22
C -2.193 -5.957 -0.478 -0.8 0.8 -1.2 -0.10
N -1.954 -4.498 -0.904 0.2 1.8 -0.8 -0.21
C -2.540 -4.280 -2.399 1.1 0.2 0.6 -0.06
C -2.064 -3.004 -3.106 -0.8 -0.1 1.4 -0.17
C -0.607 -2.658 -2.992 0.7 -1.2 0.1 -0.17
C 0.022 -2.825 -1.606 -2.1 0.1 1.4 -0.15
C -0.409 -4.182 -0.855 -0.2 0.8 -2.4 -0.06
C -2.627 -3.537 0.132 0.8 -1.6 -0.9 0.04
H -3.132 -8.447 -0.375 -0.1 -0.1 -0.2 0.09
H -4.873 -8.233 -0.142 -0.1 0.4 -0.7 0.09
H -3.798 -7.594 0.990 0.2 -0.2 0.3 0.08
H -4.413 -5.707 -0.214 0.0 0.2 -0.4 0.10
H -3.863 -6.502 -1.767 -0.2 0.6 0.0 0.11
H -1.577 -6.535 -1.168 0.0 -0.1 0.0 0.13
H -1.720 -6.049 0.499 -0.6 -0.1 0.3 0.13
H -2.254 -5.141 -3.004 0.2 -0.3 0.5 0.13
H -3.628 -4.222 -2.390 0.1 -0.4 0.6 0.12
H -2.353 -3.177 -4.143 0.0 0.4 -0.1 0.14
H -2.675 -2.216 -2.665 -0.1 0.4 -0.3 0.10
H -0.104 -3.403 -3.608 0.4 0.4 -0.6 0.13
H -0.441 -1.635 -3.329 0.3 -0.2 -0.3 0.12
H 1.096 -2.658 -1.686 0.1 -0.7 0.2 0.10
H -0.339 -2.007 -0.982 0.0 0.3 0.2 0.07
H 0.068 -4.931 -1.487 -0.1 -0.6 0.5 0.13
H -0.094 -4.213 0.188 -0.1 -0.1 -0.2 0.11
H -2.051 -3.732 1.037 -0.4 0.0 0.2 0.09
H -3.651 -3.905 0.188 0.1 0.5 0.3 0.08
H -2.507 -2.476 -0.088 0.0 -0.1 -0.5 0.08
C -4.375 4.189 1.707 -0.7 0.4 0.5 -0.08
C -4.769 3.382 0.505 -0.8 -1.4 -1.2 -0.23
C -4.833 1.880 0.828 0.8 -0.3 -0.1 -0.14
N -5.404 0.892 -0.187 -0.1 -0.2 -0.1 -0.20
C -5.129 -0.552 0.321 -0.1 0.1 0.3 -0.09
C -5.961 -1.671 -0.343 0.5 -0.6 -0.2 -0.18
C -7.452 -1.421 -0.463 0.2 1.0 1.3 -0.19
C -7.661 -0.042 -1.080 -0.2 -0.1 -0.3 -0.15
C -6.932 1.165 -0.333 -0.2 -2.0 -2.3 -0.04
C -4.675 0.994 -1.578 -2.5 -0.1 0.5 0.06
H -3.325 4.078 1.977 0.0 0.1 0.0 0.08
H -5.006 3.940 2.560 0.1 -0.3 0.2 0.08
H -4.640 5.235 1.554 0.5 0.1 -0.2 0.09
H -4.037 3.492 -0.295 0.0 0.2 -0.1 0.09
H -5.743 3.647 0.093 0.0 0.6 0.1 0.11
H -5.421 1.676 1.723 0.2 0.1 0.1 0.13
H -3.784 1.597 0.928 0.1 -0.6 0.4 0.11
H -5.227 -0.610 1.405 -0.9 0.5 0.0 0.11
H -4.046 -0.655 0.261 0.2 -0.1 -0.7 0.10
H -5.884 -2.603 0.218 0.4 0.2 0.6 0.11
H -5.537 -1.995 -1.293 0.1 0.5 -0.4 0.11
H -7.870 -1.433 0.544 -0.1 0.0 0.2 0.12
H -7.939 -2.251 -0.975 0.0 0.3 -0.4 0.13
H -8.721 0.201 -1.145 0.0 0.2 0.3 0.12
H -7.421 -0.251 -2.123 0.6 1.0 -0.3 0.11
H -7.528 1.311 0.567 1.0 0.0 0.6 0.14
H -7.024 2.064 -0.942 0.1 0.0 0.1 0.12
H -5.065 1.903 -2.037 0.7 0.4 0.2 0.10
H -5.177 0.245 -2.190 0.4 -0.4 0.1 0.09
H -3.598 0.833 -1.541 -0.1 0.2 0.5 0.10
B 1.419 0.910 -5.306 -0.5 -0.9 -1.7 -1.49
F 1.775 -0.378 -5.043 0.8 -2.0 0.9 0.14
F 2.210 1.405 -6.291 0.8 0.8 -1.3 0.16
F 0.078 0.883 -5.669 -1.3 0.5 -0.1 0.11
F 1.595 1.675 -4.206 0.1 1.8 2.9 0.13
```
Positions in Å, forces in eV/Å.